Entry 1:
Entry from the Open Molecules 2025 dataset: a single C6H11NO molecule (the ωB97M-V functional and the def2-TZVPD basis).

Summary:
LUMO level	0.938	eV
DFT total energy	-9936.399	eV
ΔE to the lowest compared entry with this formula, charge and spin	47.4	kcal/mol
structure (SMILES)	C=C1[C@@H](C)O[C@@]1(C)N
HOMO-LUMO gap	0.3670	Ha

Geometry as ORCA input:
```
! RIJCOSX wB97M-V def2-TZVPD def2/J DEFGRID3
* xyz 0 1
C -1.333 1.455 -0.248
C -0.482 0.460 0.034
C -0.601 -0.872 0.715
C -1.616 -1.853 0.165
O 0.725 -1.153 0.206
C 0.981 0.211 -0.172
C 1.964 0.890 0.760
N 1.341 0.301 -1.569
H -0.987 2.349 -0.754
H -2.378 1.380 0.029
H -0.607 -0.840 1.811
H -1.603 -2.780 0.747
H -2.629 -1.442 0.225
H -1.415 -2.110 -0.880
H 2.937 1.052 0.282
H 2.146 0.290 1.659
H 1.595 1.868 1.089
H 1.107 1.199 -1.982
H 0.856 -0.405 -2.117
*
```

Entry 2:
Entry from the Open Molecules 2025 dataset: a molecular structure, C8H24B2O28 (the ωB97M-V functional and the def2-TZVPD basis).

Summary:
LUMO level	3.993	eV
DFT total energy	-67380.981	eV
ΔE to the lowest compared entry with this formula, charge and spin	108.3	kcal/mol
HOMO-LUMO gap	0.3185	Ha

Geometry as ORCA input:
```
! RIJCOSX wB97M-V def2-TZVPD def2/J DEFGRID3
* xyz -2 1
O 3.090 -0.095 -4.308
C 2.085 0.063 -3.641
O 1.101 0.570 -4.238
B -0.159 0.077 -3.579
O 0.389 -0.720 -2.480
C 1.652 -0.786 -2.591
O 2.324 -1.364 -1.787
O -0.925 -0.709 -4.513
C -2.126 -0.218 -4.468
O -2.938 -0.298 -5.386
C -2.112 0.901 -3.534
O -0.986 1.143 -3.056
O -3.162 1.402 -3.121
O 4.044 0.626 1.924
C 3.103 0.957 1.194
O 1.934 1.070 1.578
B 1.084 1.200 0.386
O 2.053 1.299 -0.728
C 3.174 1.175 -0.211
O 4.184 1.241 -0.877
O 0.143 0.102 0.200
C -0.994 0.567 0.100
O -1.971 -0.122 -0.130
C -0.982 1.943 0.324
O 0.197 2.363 0.378
O -1.979 2.639 0.495
O 3.221 -1.566 3.342
H 3.734 -1.035 2.712
H 3.562 -2.483 3.360
O -0.085 -2.623 -0.390
H -0.011 -1.689 -0.123
H -0.979 -2.733 -0.131
O -3.322 1.717 2.700
H -4.211 2.049 2.698
H -2.907 2.186 1.945
O -0.693 0.183 2.997
H -0.313 0.772 3.621
H -0.021 -0.500 2.741
O 1.402 1.727 4.228
H 1.577 1.680 3.317
H 0.901 2.483 4.426
O -2.394 -3.106 0.918
H -1.859 -3.598 1.555
H -2.476 -2.295 1.391
O -3.078 -1.164 2.576
H -2.561 -0.373 2.587
H -3.508 -1.193 3.436
O 6.049 -0.596 3.046
H 5.434 0.003 2.691
H 5.985 -1.281 2.385
O -2.326 -2.272 -2.205
H -1.671 -1.734 -1.731
H -1.741 -2.772 -2.729
O -4.618 -0.041 0.204
H -3.750 -0.407 0.070
H -4.669 0.831 -0.209
O 5.581 -1.050 -1.919
H 5.058 -1.441 -2.628
H 5.048 -0.281 -1.688
O -4.532 2.434 -0.840
H -4.265 2.193 -1.704
H -3.788 2.949 -0.585
*
```

Entry 3:
Entry from the Open Molecules 2025 dataset: a molecular structure, C3H4NO (the ωB97M-V functional and the def2-TZVPD basis).

Summary:
LUMO level	-6.195	eV
DFT total energy	-6700.839	eV
ΔE to the lowest compared entry with this formula, charge and spin	88.4	kcal/mol
HOMO-LUMO gap	0.4133	Ha

Geometry as ORCA input:
```
! RIJCOSX wB97M-V def2-TZVPD def2/J DEFGRID3
* xyz 1 1
C 0.291 -0.854 -1.057
C -0.830 -0.012 0.122
C 0.730 0.449 0.342
N -0.839 -0.874 -1.406
O 1.409 -0.539 -0.531
H -1.169 -0.901 0.797
H -1.608 0.771 0.163
H 0.888 1.520 0.133
H 1.128 0.439 1.436
*
```

Entry 4:
Entry from the Open Molecules 2025 dataset: 2 unconnected molecules or ions with the total composition CHClF2O2 (the ωB97M-V functional and the def2-TZVPD basis).

Summary:
LUMO level (alpha / beta)	-0.021 / -0.686	eV
DFT total energy	-23099.201	eV
ΔE to the lowest compared entry with this formula, charge and spin	84.0	kcal/mol
HOMO-LUMO gap (alpha / beta)	0.4034 / 0.3020	Ha

Geometry as ORCA input:
```
! RIJCOSX wB97M-V def2-TZVPD def2/J DEFGRID3
* xyz 0 1
C -0.848 -0.537 0.123
O 1.388 0.401 0.221
O 1.750 1.663 0.192
F -1.063 -1.383 1.068
F -0.423 -1.143 -1.004
Cl -1.907 0.844 0.123
H 1.101 0.155 -0.722
*
```

- The lowest ΔE to the lowest compared entry with this formula, charge and spin belongs to which entry?
  C6H11NO

Please write out number 2 again, unchanged.
Entry from the Open Molecules 2025 dataset: a molecular structure, C8H24B2O28 (the ωB97M-V functional and the def2-TZVPD basis).

Summary:
LUMO level	3.993	eV
DFT total energy	-67380.981	eV
ΔE to the lowest compared entry with this formula, charge and spin	108.3	kcal/mol
HOMO-LUMO gap	0.3185	Ha

Geometry as ORCA input:
```
! RIJCOSX wB97M-V def2-TZVPD def2/J DEFGRID3
* xyz -2 1
O 3.090 -0.095 -4.308
C 2.085 0.063 -3.641
O 1.101 0.570 -4.238
B -0.159 0.077 -3.579
O 0.389 -0.720 -2.480
C 1.652 -0.786 -2.591
O 2.324 -1.364 -1.787
O -0.925 -0.709 -4.513
C -2.126 -0.218 -4.468
O -2.938 -0.298 -5.386
C -2.112 0.901 -3.534
O -0.986 1.143 -3.056
O -3.162 1.402 -3.121
O 4.044 0.626 1.924
C 3.103 0.957 1.194
O 1.934 1.070 1.578
B 1.084 1.200 0.386
O 2.053 1.299 -0.728
C 3.174 1.175 -0.211
O 4.184 1.241 -0.877
O 0.143 0.102 0.200
C -0.994 0.567 0.100
O -1.971 -0.122 -0.130
C -0.982 1.943 0.324
O 0.197 2.363 0.378
O -1.979 2.639 0.495
O 3.221 -1.566 3.342
H 3.734 -1.035 2.712
H 3.562 -2.483 3.360
O -0.085 -2.623 -0.390
H -0.011 -1.689 -0.123
H -0.979 -2.733 -0.131
O -3.322 1.717 2.700
H -4.211 2.049 2.698
H -2.907 2.186 1.945
O -0.693 0.183 2.997
H -0.313 0.772 3.621
H -0.021 -0.500 2.741
O 1.402 1.727 4.228
H 1.577 1.680 3.317
H 0.901 2.483 4.426
O -2.394 -3.106 0.918
H -1.859 -3.598 1.555
H -2.476 -2.295 1.391
O -3.078 -1.164 2.576
H -2.561 -0.373 2.587
H -3.508 -1.193 3.436
O 6.049 -0.596 3.046
H 5.434 0.003 2.691
H 5.985 -1.281 2.385
O -2.326 -2.272 -2.205
H -1.671 -1.734 -1.731
H -1.741 -2.772 -2.729
O -4.618 -0.041 0.204
H -3.750 -0.407 0.070
H -4.669 0.831 -0.209
O 5.581 -1.050 -1.919
H 5.058 -1.441 -2.628
H 5.048 -0.281 -1.688
O -4.532 2.434 -0.840
H -4.265 2.193 -1.704
H -3.788 2.949 -0.585
*
```

- What is the formula in the second record?
  C8H24B2O28

- What is the ΔE to the lowest compared entry with this formula, charge and spin in the first record?
  47.4 kcal/mol